[1]
# C30H70BN3O10

6 unconnected molecules or ions with the total composition C30H70BN3O10 in a non-equilibrium geometry (ωB97M-V/def2-TZVPD, the OMol25 dataset).

- Molecular weight: 643.71 g/mol
- Frontier orbital gap: 7.962 eV
- Lowest unoccupied orbital energy: -0.1 eV

```
114
Properties=species:S:1:pos:R:3:lowdin_charge:R:1
H 5.220 -0.947 0.853 0.134
H 2.949 -3.016 -2.073 0.149
C 0.328 1.451 -5.627 -0.281
C 6.552 3.527 -5.100 -0.271
C -1.180 -2.968 10.849 -0.275
N 0.532 -2.009 -0.955 0.047
H -0.016 -2.174 5.865 0.076
H 6.093 1.872 -7.945 0.116
C 1.608 -1.137 -1.581 -0.075
H 1.784 -0.242 -0.812 0.123
H 1.809 2.808 -7.502 0.066
H -4.907 -3.672 0.127 0.136
O -5.213 -1.731 1.041 -0.058
H 7.167 2.819 -4.536 0.104
O -1.037 -1.682 10.250 -0.170
H 3.638 1.572 -5.376 0.108
H 0.211 -0.184 9.687 0.105
H 1.302 -0.636 -2.595 0.142
H -5.117 3.663 -3.491 0.117
H 2.771 0.636 -6.576 0.107
H 5.762 3.859 -4.421 0.119
C -6.795 2.996 -4.636 -0.081
H 0.757 0.263 -7.402 0.066
H 0.118 2.390 -6.148 0.104
C -5.430 2.754 -4.014 -0.278
O 3.672 -1.817 -0.330 -0.217
H 3.576 2.810 -7.511 0.066
C -5.805 0.412 -3.513 -0.277
H -7.098 -4.690 0.945 0.081
H 5.780 -1.421 -0.885 0.125
H -5.739 -0.259 -2.652 0.097
C 4.634 0.597 -0.718 -0.110
C -2.059 1.247 6.144 -0.277
C -0.691 -3.024 12.287 -0.082
B -3.918 -1.336 0.387 -0.362
H 0.838 -2.176 8.339 0.065
H -4.949 0.502 -5.513 0.065
C 0.003 -0.029 6.110 -0.271
H 3.733 -1.348 -2.510 0.139
H -6.719 -3.484 2.350 0.094
H 2.683 3.695 -6.253 0.086
H -1.214 -2.283 12.899 0.083
C 1.229 -2.033 9.351 -0.075
H -0.689 -3.727 10.234 0.106
C 3.091 -1.900 -1.680 -0.154
O 0.870 -4.601 -0.586 -0.202
C -0.619 -1.308 5.576 -0.072
H -7.948 -2.952 1.002 0.088
H -6.854 0.416 -3.821 0.107
H -2.434 2.203 5.767 0.116
H 7.259 3.161 -7.726 0.107
H -7.536 3.219 -3.862 0.082
H -1.630 -1.462 5.961 0.071
H 3.633 0.811 -1.287 0.065
H 7.218 0.478 -6.221 0.083
C -5.764 -2.866 0.253 -0.227
C -1.781 0.289 1.117 -0.099
H -2.207 0.996 0.283 0.130
C 0.288 -1.163 10.168 -0.277
C -4.909 -0.122 -4.618 -0.072
H 4.659 1.292 0.249 0.089
H -3.896 -0.002 -1.177 0.121
C 2.695 2.785 -6.863 -0.077
N -1.437 -2.258 0.792 0.111
H 0.379 -2.815 12.362 0.065
H -0.687 -1.275 4.484 0.068
C 7.363 4.737 -5.532 -0.080
O -5.424 1.706 -3.049 -0.172
H -2.729 -1.316 2.351 0.146
H -1.884 0.275 8.085 0.057
C 6.749 2.344 -7.207 -0.273
H -5.217 -1.134 -4.900 0.083
H 0.688 -0.984 11.171 0.107
H 1.358 -3.024 9.795 0.069
H 7.797 5.235 -4.660 0.079
O -0.550 -3.714 -2.401 -0.107
H -1.954 -3.000 0.259 0.138
C 0.280 -3.477 -1.350 -0.415
H 8.181 4.462 -6.202 0.066
H 6.729 5.453 -6.066 0.084
H -6.187 -2.557 -0.795 0.133
H 8.437 1.728 -5.976 0.066
H 8.331 0.912 -7.540 0.079
H -0.939 0.256 -6.905 0.076
H -3.281 1.344 7.921 0.081
H -3.866 -0.153 -4.285 0.081
C 7.741 1.307 -6.707 -0.079
H -7.152 2.124 -5.189 0.066
H -0.375 1.399 -4.790 0.113
H -6.751 3.839 -5.333 0.078
H 1.015 0.064 5.706 0.120
H 5.510 0.882 -1.461 0.083
N -0.402 -0.144 0.664 -0.007
H -2.660 0.469 5.664 0.102
C 2.725 1.550 -5.978 -0.273
H -1.540 0.844 2.134 0.146
H -4.674 2.566 -4.783 0.105
C -2.483 -1.211 1.199 -0.159
O 1.635 1.483 -5.060 -0.177
H 0.108 -0.066 7.199 0.088
H -0.868 -4.018 12.710 0.078
H -2.248 -3.201 10.833 0.118
O 5.904 2.861 -6.183 -0.189
C -0.324 -1.525 0.042 -0.060
H -1.648 2.022 8.120 0.085
C -6.938 -3.553 1.181 -0.102
H 0.403 0.042 1.314 0.142
H 0.270 -0.679 -5.994 0.083
O -0.700 1.149 5.722 -0.170
C 0.091 0.255 -6.535 -0.079
O -3.950 -1.007 -1.056 0.040
H 2.217 -1.566 9.283 0.083
C 4.874 -0.967 -0.289 -0.248
C -2.227 1.218 7.654 -0.073
```



[2]
# C32H73N5PtSSbSi2

A molecular structure, C32H73N5PtSSbSi2 (ωB97M-V/def2-TZVPD, the OMol25 dataset).

- Spin multiplicity: 5
- Molecular weight: 933.05 g/mol
- Net charge: +3
- Expectation value of S²: 6.0138
- Frontier orbital gap (spin up / spin down): 8.542 / 6.733 eV
- Lowest unoccupied orbital energy (spin up / spin down): -5.6 / -8.2 eV
- Relative energy (zero: lowest compared OMol25 entry of this formula, charge and spin): 0.0 kJ/mol

```
115
Properties=species:S:1:pos:R:3:lowdin_spin:R:1
H -7.618 2.473 -2.237 0.000
S -0.768 2.315 0.283 0.206
H 9.837 -10.189 0.259 0.001
H 0.304 6.725 0.783 0.000
H -2.563 6.571 -2.515 0.001
C 6.133 -9.971 2.689 0.015
H 8.308 -12.108 1.004 0.002
H -6.882 5.559 0.702 0.000
H -3.794 6.128 -0.100 0.070
H 8.368 -8.090 -2.504 0.000
H -1.406 7.764 -1.838 0.000
H -5.944 9.689 1.310 0.000
C -5.503 9.074 2.098 0.002
H 8.688 -10.723 2.049 0.001
H 4.643 -8.979 -2.617 0.005
H -0.755 3.663 3.803 0.004
H 5.132 -9.568 2.528 0.006
H 9.636 -10.066 -1.495 0.001
H -5.384 5.315 -3.375 0.001
H -7.371 1.484 0.484 0.000
H -5.593 7.631 -2.772 0.000
H -7.870 4.717 -3.256 0.000
H 9.604 -7.171 0.886 0.000
C -4.793 2.297 1.372 0.003
C -1.081 5.785 2.130 0.017
H 4.555 -11.638 1.082 0.002
H -3.928 3.883 -2.035 0.025
Si -3.767 8.370 -1.243 0.090
H 0.729 3.166 1.955 0.000
H -8.097 3.026 0.930 0.000
H -1.222 6.086 -0.751 0.009
H -8.550 3.504 -1.155 0.000
C -0.129 5.738 0.949 0.003
H -5.168 9.320 -3.050 0.005
H 0.921 5.168 -1.459 0.002
H -7.237 5.480 -1.796 0.000
H -4.002 10.528 -0.034 0.000
H 6.113 -10.547 3.618 0.000
H 0.700 5.061 1.141 0.000
N -6.614 3.157 -0.515 0.009
H -6.163 9.140 2.965 0.000
H -6.188 3.685 2.230 0.000
H 8.102 -10.403 -3.061 0.001
H -7.409 7.175 0.212 0.000
H -2.327 8.140 -3.270 0.000
H -4.069 2.426 2.176 0.000
H -5.751 3.620 -3.709 0.001
C 8.688 -7.767 0.940 0.007
H -2.357 9.912 0.110 0.000
C -6.977 6.598 1.032 0.032
C 6.101 -10.547 -2.190 0.075
C -5.317 3.424 -0.677 0.029
Si -5.321 7.305 1.557 0.090
C -3.204 10.014 -0.571 0.013
Sb 6.655 -9.652 -0.254 0.594
H -2.892 10.664 -1.392 0.002
H -0.021 1.667 2.453 0.003
H 5.296 -9.810 -4.027 0.000
H -6.158 8.882 -1.661 0.000
C -4.141 7.150 0.121 0.691
H -6.496 2.005 2.665 0.000
H 7.872 -12.133 2.709 0.008
C 6.563 -10.904 1.559 0.073
C 0.041 4.564 -1.224 0.017
H 5.403 -12.481 -1.451 0.000
C 5.538 -12.014 1.367 0.005
C 0.498 3.206 -0.690 0.015
C -7.182 4.587 -2.422 0.001
H 1.386 3.279 -0.064 0.002
H 6.825 -9.140 2.835 0.001
H 4.156 -11.220 -1.446 0.002
C 8.540 -8.536 -0.370 0.066
N -1.879 4.542 2.234 0.165
H 7.858 -7.081 1.115 0.004
C 5.027 -11.606 -1.976 0.005
H 6.276 -8.606 -3.197 0.001
H -0.528 5.973 3.054 0.004
C -2.389 7.633 -2.305 0.001
C -5.314 8.563 -2.276 0.034
H 8.784 -8.428 1.802 0.000
N -0.840 5.273 -0.270 0.055
H 0.755 2.555 -1.524 0.001
C 5.552 -9.406 -3.043 0.013
C -7.571 3.368 -1.611 0.002
H -4.755 1.244 1.071 0.001
H 9.338 -6.958 -1.571 0.000
H -1.797 6.597 1.990 0.009
C 8.432 -7.570 -1.547 0.006
H -7.685 6.626 1.864 0.005
C 7.351 -11.155 -2.818 0.029
H 7.057 -11.633 -3.758 0.008
N -4.905 4.012 -1.825 0.042
H 4.688 -11.939 -2.962 0.001
H -4.574 5.209 2.647 0.000
H -4.546 9.521 2.375 0.000
C 9.711 -9.496 -0.571 0.027
C -1.243 3.369 2.869 0.013
H 5.862 -12.753 0.636 0.000
C -6.184 2.661 1.853 0.001
H -5.390 6.243 3.814 0.001
N -4.389 3.152 0.254 0.084
C -4.681 6.247 2.983 0.010
H -2.048 2.683 3.126 0.000
C 7.946 -11.489 1.826 0.027
C -7.152 2.533 0.698 0.001
H 7.806 -11.924 -2.192 0.002
H 10.625 -8.896 -0.634 0.008
C -5.774 4.395 -2.940 0.004
Pt -2.550 4.043 0.175 1.199
H 7.580 -6.894 -1.455 0.004
H -2.718 4.767 2.762 0.003
H -0.527 4.434 -2.144 0.003
C -0.220 2.640 2.005 0.016
H 5.425 -12.532 2.324 0.001
H -3.731 6.619 3.378 0.000
```



[3]
# C13H28Cl18NOS

10 unconnected molecules or ions with the total composition C13H28Cl18NOS (ωB97M-V/def2-TZVPD, the OMol25 dataset).

- Molecular weight: 884.59 g/mol
- Net charge: +1
- Frontier orbital gap: 9.241 eV
- Lowest unoccupied orbital energy: -2.9 eV

```
62
Properties=species:S:1:pos:R:3:lowdin_charge:R:1
Cl 1.962 2.288 -1.158 0.515
Cl -1.893 -6.832 4.090 0.505
H 4.302 1.638 8.225 0.026
Cl 4.995 2.019 2.206 0.523
Cl -6.763 -3.728 -7.190 0.544
H -1.815 0.140 -3.789 0.121
Cl 2.019 -2.324 1.370 0.546
H -1.333 -2.611 -2.257 0.185
Cl -0.085 -4.825 5.243 0.523
Cl 6.314 7.300 3.002 0.531
C 6.182 8.817 2.096 -0.996
H 3.344 2.941 3.592 -0.065
H 3.839 1.293 4.109 -0.041
H -1.320 -0.805 0.047 0.144
H 4.195 2.467 -0.486 -0.013
H -4.123 -2.720 -2.704 -0.143
C -9.873 -2.356 -9.370 -1.038
C 2.796 6.045 2.808 -0.997
H -3.111 -0.517 -1.263 0.119
C -0.732 -6.474 5.369 -1.001
C 3.670 1.808 -1.167 -0.983
Cl 5.417 2.295 6.269 0.536
H -10.385 -1.690 -8.686 0.024
H 2.090 6.862 2.731 0.026
H -4.822 -3.143 -6.021 0.009
H 6.592 9.610 2.709 0.026
N -1.812 -2.113 -1.500 0.045
S -3.801 -1.575 -3.326 0.829
C -5.522 -3.968 -5.965 -1.013
C 4.037 2.252 7.374 -0.988
H 0.098 -7.164 5.285 0.027
H -1.231 -6.558 6.326 0.027
H 1.081 -1.593 -1.668 0.129
H 3.820 6.380 2.715 -0.057
H 0.980 -3.514 3.117 -0.027
H 3.807 3.269 7.668 0.026
H -8.975 -2.770 -8.929 -0.023
H -1.582 0.945 -2.227 0.141
H 6.726 8.702 1.167 0.026
Cl -9.399 -1.425 -10.796 0.504
C 3.588 1.935 3.277 -1.053
Cl 4.504 9.220 1.709 0.519
Cl 2.587 1.556 6.627 0.525
H 0.698 -0.003 -1.001 0.061
Cl -6.205 -4.013 -4.323 0.496
Cl 2.611 5.306 4.411 0.533
H 4.032 1.891 -2.184 0.029
C -2.603 -0.990 -2.103 -0.583
C -1.565 -0.020 -2.741 -0.190
O -0.283 -0.597 -2.751 -0.119
Cl 2.158 1.254 2.475 0.469
H -5.035 -4.919 -6.147 0.029
Cl -10.959 -3.694 -9.759 0.507
H -0.371 -2.309 0.051 0.028
C 0.273 -0.889 -1.473 -0.180
Cl 2.461 4.889 1.507 0.512
H 2.206 -4.496 2.251 0.035
Cl 0.101 -4.562 1.219 0.516
Cl 3.921 0.145 -0.622 0.493
C 1.399 -3.781 2.155 -0.979
H -2.423 -2.771 -1.019 0.177
C -0.785 -1.524 -0.573 -0.097
```



[4]
# CHIS2

2 unconnected molecules or ions with the total composition CHIS2 (ωB97M-V/def2-TZVPD, the OMol25 dataset).

- Molecular weight: 204.06 g/mol
- Frontier orbital gap: 9.309 eV
- Lowest unoccupied orbital energy: -0.1 eV
- Relative energy (zero: lowest compared OMol25 entry of this formula, charge and spin): 6.0 kJ/mol

```
5
Properties=species:S:1:pos:R:3:lowdin_charge:R:1
H -2.093 -0.392 0.033 -0.346
C 1.345 -0.259 0.079 -1.476
S 1.259 -1.614 -0.670 0.710
I -1.998 1.162 -0.241 0.443
S 1.487 1.104 0.799 0.669
```



[5]
# C4H11NS

2 unconnected molecules or ions with the total composition C4H11NS in a non-equilibrium geometry (ωB97M-V/def2-TZVPD, the OMol25 dataset).

- Spin multiplicity: 2
- Molecular weight: 105.21 g/mol
- Net charge: +1
- Expectation value of S²: 0.7531
- Frontier orbital gap (spin up / spin down): 5.853 / 0.754 eV
- Lowest unoccupied orbital energy (spin up / spin down): -4.3 / -9.4 eV
- Relative energy (zero: lowest compared OMol25 entry of this formula, charge and spin): 170.1 kJ/mol

```
17
Properties=species:S:1:pos:R:3:lowdin_spin:R:1
H 1.381 3.395 0.956 0.004
C -0.983 -3.695 -3.042 0.000
C -2.247 -3.985 -2.707 0.000
H -0.287 -4.514 -3.035 0.000
C 1.438 3.344 2.045 0.084
H -2.512 -4.976 -2.353 0.000
H -0.721 -2.644 -3.151 0.000
H 0.832 4.134 2.471 0.011
C 2.901 3.398 2.551 0.068
H 0.327 2.192 3.864 0.028
S 0.705 1.830 2.623 0.794
H 3.375 4.305 2.178 0.010
H -3.159 -2.228 -3.070 0.000
H 3.444 2.534 2.152 0.001
N -3.392 -3.206 -2.945 0.000
H 2.945 3.379 3.636 0.001
H -4.046 -3.265 -2.173 0.000
```